Entry from OMol25: a structure of composition C31H63NO18Zr in a non-equilibrium geometry (ωB97M-V/def2-TZVPD).

2S+1   1
HOMO   -13.6 eV
HOMO-LUMO gap   5.39 eV
Net charge   +2
DFT total energy   -72776.8819 eV
Energy relative to the best compared isomer or geometry (same formula, charge and spin)   4.1422 eV

CARTESIAN COORDINATES (ANGSTROEM)
Zr (-5.1924, 17.5237, -12.2682)
O (-7.1679, 18.1502, -11.3330)
C (-8.1294, 18.4469, -12.3266)
C (-7.5598, 18.7825, -13.7963)
O (-6.2701, 18.2618, -14.0662)
H (-8.5960, 19.3526, -11.9392)
H (-8.9952, 17.8002, -12.4688)
H (-7.5414, 19.8617, -13.9481)
H (-8.2425, 18.3157, -14.5063)
C (-5.9373, 18.5927, -7.8489)
N (-4.6433, 19.1680, -7.3662)
O (-3.8186, 18.3806, -6.9429)
O (-4.6119, 20.3742, -7.3265)
H (-6.6932, 19.0423, -7.2050)
H (-5.8424, 17.5075, -7.8882)
H (-6.1635, 18.9369, -8.8581)
O (-8.6105, 18.2947, -20.1673)
C (-8.4003, 18.0584, -18.9656)
O (-7.6536, 17.0791, -18.4438)
C (-7.2176, 15.9204, -19.1918)
C (-8.3256, 15.0703, -19.7446)
C (-8.8733, 19.0554, -17.8923)
H (-6.6240, 15.3100, -18.5114)
H (-6.4709, 16.2644, -19.9074)
H (-8.7387, 14.5337, -18.8905)
H (-7.9819, 14.3011, -20.4362)
H (-9.1399, 15.6451, -20.1858)
H (-8.2031, 18.9174, -17.0438)
H (-9.9094, 18.8048, -17.6650)
H (-8.7861, 20.0037, -18.4225)
O (-11.1856, 14.0724, -11.5400)
C (-11.6398, 15.1955, -11.2190)
O (-12.8506, 15.6784, -11.5531)
C (-13.6310, 14.9883, -12.4521)
C (-14.4840, 13.9730, -11.7758)
C (-10.9649, 16.0760, -10.1274)
H (-12.9818, 14.5793, -13.2262)
H (-14.2763, 15.7392, -12.9080)
H (-14.9585, 13.3106, -12.4997)
H (-15.2321, 14.4006, -11.1082)
H (-13.8336, 13.2771, -11.2458)
H (-10.6495, 16.9999, -10.6121)
H (-10.0284, 15.6512, -9.7660)
H (-11.7334, 16.1967, -9.3639)
O (-4.7980, 19.7612, -11.9416)
C (-4.3374, 20.9151, -12.1695)
O (-4.3749, 21.9572, -11.3426)
C (-4.8847, 21.6744, -9.9863)
C (-6.3844, 21.9080, -9.9540)
C (-3.6706, 21.2188, -13.4882)
H (-4.4523, 22.3758, -9.2727)
H (-4.6031, 20.6694, -9.6718)
H (-6.5322, 22.9844, -10.0420)
H (-6.8254, 21.5036, -9.0429)
H (-6.8346, 21.3063, -10.7436)
H (-3.1251, 20.4144, -13.9816)
H (-2.9921, 22.0626, -13.3620)
H (-4.3800, 21.5195, -14.2591)
O (-13.5154, 19.6279, -8.7484)
C (-12.9589, 20.7228, -8.7104)
O (-11.6804, 20.8836, -8.4072)
C (-10.8717, 19.7702, -8.0767)
C (-9.5050, 19.9294, -8.7618)
C (-13.7535, 22.0492, -8.8455)
H (-11.2435, 18.8294, -8.4827)
H (-10.7986, 19.6308, -6.9982)
H (-8.9447, 20.8101, -8.4482)
H (-9.7754, 19.9874, -9.8162)
H (-8.9866, 18.9882, -8.5782)
H (-13.7196, 22.6478, -7.9352)
H (-14.7856, 21.7621, -9.0466)
H (-13.4187, 22.7104, -9.6448)
O (-5.8648, 15.5050, -11.3478)
C (-6.5097, 14.5235, -10.9763)
O (-6.0914, 13.6216, -10.1082)
C (-4.9258, 13.8511, -9.3190)
C (-3.6821, 13.3241, -9.9661)
C (-7.9434, 14.2573, -11.4678)
H (-5.0992, 13.3372, -8.3735)
H (-4.8125, 14.8734, -8.9585)
H (-3.8639, 13.3130, -11.0408)
H (-3.4074, 12.3234, -9.6327)
H (-2.7805, 13.9303, -9.8785)
H (-8.3490, 13.6296, -10.6743)
H (-7.9454, 13.7709, -12.4433)
H (-8.5098, 15.1884, -11.4863)
O (-5.1169, 15.6256, -13.6911)
C (-5.0930, 15.0296, -14.8127)
O (-4.1126, 14.1877, -15.1900)
C (-2.9504, 14.0288, -14.3676)
C (-2.0436, 13.0991, -15.1502)
C (-6.1731, 15.1496, -15.7848)
H (-3.3360, 13.5964, -13.4443)
H (-2.3990, 14.9098, -14.0390)
H (-1.2931, 12.6427, -14.5047)
H (-1.5401, 13.6390, -15.9520)
H (-2.5367, 12.2572, -15.6361)
H (-5.8859, 15.7537, -16.6454)
H (-6.9099, 15.7968, -15.3091)
H (-6.6298, 14.2369, -16.1678)
O (-9.1139, 13.3424, -15.8545)
C (-9.8105, 13.5287, -14.9084)
O (-10.3479, 14.6443, -14.4879)
C (-10.2854, 15.8310, -15.2883)
C (-11.5571, 16.6201, -14.9055)
C (-10.1392, 12.3147, -14.0256)
H (-10.4191, 15.5528, -16.3337)
H (-9.3198, 16.3057, -15.1136)
H (-11.4836, 16.7549, -13.8264)
H (-12.4051, 15.9763, -15.1389)
H (-11.5984, 17.6130, -15.3533)
H (-9.7769, 12.5070, -13.0157)
H (-9.6489, 11.4777, -14.5229)
H (-11.1955, 12.0473, -14.0524)

Forces on the atoms, in the same order (eV/Å):
Zr -7.803 1.432 -2.713
O 3.905 -2.029 -2.415
C -0.081 1.841 -0.933
C -0.387 -0.246 1.069
O 2.273 -1.846 4.172
H -0.157 0.357 -0.255
H 0.449 -1.045 0.462
H -0.028 0.056 -0.033
H -0.106 0.217 -0.144
C 0.047 -0.013 -0.572
N -0.846 -0.944 0.509
O 0.095 0.606 -0.449
O 0.664 0.364 -0.036
H -0.044 -0.584 0.100
H -0.281 0.188 0.572
H 0.235 0.309 -0.064
O 0.661 -1.506 2.947
C -0.445 1.815 -2.761
O -0.320 -0.738 0.662
C 0.948 0.428 -0.807
C -0.673 -0.173 0.574
C 0.663 -1.287 -1.156
H -0.213 0.212 0.325
H -0.368 0.113 -0.473
H -0.288 -0.129 -0.003
H 0.180 0.276 -0.099
H 0.271 0.042 -0.224
H -0.285 0.457 0.178
H 0.031 0.249 0.182
H -0.188 0.163 0.613
O -1.229 3.179 0.217
C 0.818 -2.821 1.054
O 2.595 1.205 1.614
C -1.201 -0.376 -1.810
C 0.161 -1.348 0.156
C -0.291 -0.450 -1.642
H -0.132 -0.310 -0.017
H 0.122 0.106 -0.148
H -0.319 0.332 -0.184
H 0.133 0.004 -0.062
H -0.031 0.110 0.436
H -0.516 0.467 0.268
H -0.438 -0.482 0.149
H 0.363 0.420 0.115
O 0.601 -0.764 0.738
C 0.535 0.917 -0.566
O -0.043 -2.647 -0.557
C -0.788 0.124 0.903
C 0.444 -0.598 -0.311
C 0.208 0.671 -0.103
H 0.612 -0.003 -0.579
H 0.095 0.145 -0.392
H -0.555 -0.236 -0.133
H 0.259 0.367 0.224
H -0.288 0.401 -0.291
H -0.067 -0.369 0.632
H -0.058 -0.042 0.046
H -0.467 0.128 0.275
O 1.159 1.604 -0.201
C -2.608 -0.941 0.431
O 0.757 0.679 0.068
C 0.867 -0.797 -0.362
C -1.133 -0.095 0.271
C 0.249 -0.754 -0.212
H -0.655 0.199 0.058
H -0.095 0.371 0.064
H -0.007 -0.131 0.019
H 0.505 0.143 -0.193
H 0.409 0.146 -0.065
H 0.154 -0.273 0.140
H 0.127 0.059 0.056
H 0.266 -0.256 -0.083
O 1.518 1.663 0.496
C -1.609 -0.931 -0.101
O -0.686 1.243 -0.748
C 1.003 0.059 1.803
C 0.660 -0.232 -1.032
C 1.209 0.044 1.203
H -0.318 -0.331 -0.255
H -0.360 0.411 -0.733
H 0.052 -0.349 -0.158
H -0.227 0.014 -0.144
H -0.207 0.272 0.498
H -0.421 -0.231 -0.533
H -0.020 -0.009 0.096
H 0.198 0.006 -0.239
O 1.401 0.485 -0.842
C 1.516 -1.057 0.350
O -1.739 2.700 0.555
C 0.292 -1.662 0.690
C 0.466 -0.218 -0.077
C -1.183 1.191 -0.057
H 0.231 -0.358 0.097
H -0.436 0.611 -0.650
H 0.102 0.272 0.075
H 0.081 0.090 0.122
H -0.471 0.169 0.245
H 0.536 -0.133 -0.080
H -0.349 -0.334 -0.037
H 0.232 -0.173 0.305
O 1.157 1.182 -1.765
C -0.662 -2.795 1.435
O -0.436 0.892 0.476
C -1.258 -0.011 -0.675
C 1.498 -0.290 0.663
C 0.130 0.370 -0.688
H 0.644 -0.058 -0.103
H -0.118 0.284 -0.102
H -0.452 0.121 0.151
H -0.085 0.410 -0.058
H -0.144 -0.227 -0.261
H -0.363 -0.314 0.039
H 0.290 0.072 0.387
H -0.097 0.485 0.401

Atomic partial charges in e from the Mulliken method, atoms 1 to 6:
1 Zr 1.550
2 O -0.706
3 C 0.260
4 C 0.139
5 O -0.630
6 H 0.219